--- A ---
{
  "formula": "C37H32ClFIKN9O",
  "method": "ωB97M-V/def2-TZVPD",
  "orbital_gap_ev": 3.6641,
  "lumo_ha": 0.062,
  "charge": -1,
  "spin_multiplicity": 1,
  "homo_energy_ev": -1.99,
  "symbols": ["K", "C", "C", "C", "C", "N", "C", "C", "C", "C", "C", "C", "N", "H", "H", "H", "H", "H", "H", "H", "H", "N", "C", "C", "N", "C", "C", "N", "C", "C", "N", "H", "H", "H", "H", "H", "H", "Cl", "C", "C", "C", "I", "C", "O", "C", "N", "C", "C", "C", "C", "H", "H", "H", "H", "C", "C", "C", "C", "N", "N", "C", "H", "H", "H", "H", "H", "H", "H", "H", "F", "C", "C", "C", "C", "C", "C", "C", "H", "H", "H", "H", "H", "H"],
  "positions_angstrom": [[0.142, -0.174, -0.742], [-3.411, 2.165, 1.410], [-2.905, 2.755, 2.557], [-1.541, 2.740, 2.782], [-0.719, 2.126, 1.843], [-1.195, 1.571, 0.730], [-2.514, 1.580, 0.530], [0.774, 2.055, 2.018], [1.451, 2.887, 2.904], [2.829, 2.792, 2.997], [3.502, 1.883, 2.198], [2.751, 1.100, 1.337], [1.425, 1.172, 1.256], [-4.474, 2.135, 1.212], [-3.571, 3.190, 3.293], [-1.138, 3.141, 3.701], [-2.858, 1.114, -0.386], [0.911, 3.611, 3.499], [3.372, 3.432, 3.681], [4.579, 1.784, 2.234], [3.224, 0.385, 0.667], [-3.401, 1.014, -3.994], [-3.150, 2.363, -3.878], [-2.004, 2.451, -3.148], [-1.548, 1.195, -2.821], [-2.403, 0.356, -3.345], [-2.334, -1.105, -3.205], [-1.508, -1.725, -2.410], [-1.787, -3.065, -2.534], [-2.799, -3.249, -3.426], [-3.147, -1.984, -3.851], [-4.201, 0.611, -4.446], [-3.802, 3.107, -4.303], [-1.480, 3.338, -2.830], [-1.246, -3.802, -1.961], [-3.299, -4.131, -3.788], [-3.839, -1.777, -4.547], [4.415, 1.229, -6.520], [3.759, 0.595, -5.021], [3.871, -0.738, -4.752], [3.352, -1.272, -3.564], [3.557, -3.310, -3.174], [2.675, -0.506, -2.597], [2.174, -0.982, -1.533], [2.597, 0.931, -2.899], [2.003, 1.713, -1.959], [1.934, 3.006, -2.154], [2.434, 3.631, -3.313], [3.023, 2.863, -4.276], [3.134, 1.465, -4.097], [4.370, -1.383, -5.462], [1.457, 3.590, -1.370], [2.349, 4.704, -3.431], [3.415, 3.311, -5.180], [4.311, -2.645, 1.643], [2.859, -3.001, 1.684], [2.100, -3.691, 2.607], [0.778, -3.666, 2.093], [0.738, -3.031, 0.935], [2.006, -2.624, 0.717], [-0.476, -4.236, 2.681], [4.855, -3.204, 2.403], [4.465, -1.580, 1.834], [4.744, -2.875, 0.667], [2.440, -4.129, 3.534], [2.187, -2.089, -0.128], [-0.469, -4.149, 3.768], [-0.587, -5.294, 2.429], [-1.343, -3.697, 2.296], [-2.762, 1.144, 6.207], [-2.742, 0.479, 4.991], [-3.923, 0.246, 4.315], [-3.912, -0.426, 3.101], [-2.700, -0.914, 2.497], [-2.634, -1.501, 1.238], [-1.512, -0.669, 3.286], [-1.541, 0.001, 4.494], [-4.854, 0.605, 4.745], [-4.852, -0.601, 2.583], [-3.519, -1.669, 0.630], [-1.671, -1.821, 0.866], [-0.562, -1.026, 2.899], [-0.627, 0.173, 5.056]],
  "lowdin_charge": [0.6853, -0.0686, -0.0753, -0.0350, -0.2315, 0.0495, -0.1528, -0.2037, -0.0195, -0.0755, -0.0687, -0.1314, 0.0820, 0.1014, 0.1101, 0.1042, 0.0923, 0.1007, 0.1007, 0.0971, 0.1012, 0.0939, -0.0949, -0.1286, 0.1086, -0.2788, -0.2803, 0.0938, -0.1059, -0.0888, 0.0907, 0.1426, 0.1027, 0.1025, 0.1113, 0.1034, 0.1411, 0.6249, -0.6261, -0.1991, -0.6492, 0.8556, -0.4661, -0.3104, -0.1336, 0.1047, -0.1451, -0.0664, -0.0439, -0.1832, 0.0846, 0.1077, 0.0954, 0.0798, -0.0232, -0.3153, -0.0048, -0.3671, 0.0926, 0.0321, -0.0433, 0.0725, 0.0628, 0.0734, 0.0964, 0.0737, 0.0728, 0.0671, 0.0507, -0.0335, -0.3328, -0.0873, -0.0932, -0.3696, -0.0850, -0.0711, -0.0729, 0.1018, 0.0922, 0.0150, -0.0133, 0.0960, 0.1078]
}



--- B ---
{
  "formula": "C37H32ClFIKN9O",
  "method": "ωB97M-V/def2-TZVPD",
  "orbital_gap_ev": 4.5792,
  "lumo_ha": 0.081,
  "charge": -1,
  "spin_multiplicity": 1,
  "homo_energy_ev": -2.38,
  "symbols": ["K", "C", "C", "C", "C", "N", "C", "C", "C", "C", "C", "C", "N", "H", "H", "H", "H", "H", "H", "H", "H", "N", "C", "C", "N", "C", "C", "N", "C", "C", "N", "H", "H", "H", "H", "H", "H", "Cl", "C", "C", "C", "I", "C", "O", "C", "N", "C", "C", "C", "C", "H", "H", "H", "H", "C", "C", "C", "C", "N", "N", "C", "H", "H", "H", "H", "H", "H", "H", "H", "F", "C", "C", "C", "C", "C", "C", "C", "H", "H", "H", "H", "H", "H"],
  "positions_angstrom": [[0.185, 0.344, 0.387], [0.955, 1.332, 5.078], [-0.060, 2.136, 5.570], [-1.084, 2.523, 4.722], [-1.057, 2.078, 3.401], [-0.093, 1.289, 2.939], [0.894, 0.936, 3.749], [-2.126, 2.448, 2.422], [-2.927, 3.574, 2.607], [-3.915, 3.851, 1.677], [-4.084, 2.995, 0.602], [-3.231, 1.906, 0.492], [-2.266, 1.648, 1.365], [1.780, 1.015, 5.700], [-0.057, 2.461, 6.603], [-1.893, 3.139, 5.087], [1.677, 0.329, 3.308], [-2.767, 4.234, 3.448], [-4.541, 4.727, 1.793], [-4.850, 3.162, -0.143], [-3.321, 1.194, -0.324], [0.326, -4.001, 2.718], [-0.578, -3.538, 3.646], [-0.830, -2.246, 3.302], [-0.126, -1.908, 2.174], [0.533, -2.984, 1.837], [1.479, -3.041, 0.731], [1.851, -1.996, 0.028], [2.846, -2.455, -0.803], [3.033, -3.792, -0.627], [2.167, -4.157, 0.379], [0.526, -4.971, 2.543], [-0.956, -4.162, 4.436], [-1.477, -1.538, 3.791], [3.343, -1.794, -1.493], [3.682, -4.500, -1.109], [1.898, -5.100, 0.610], [4.320, 6.107, -2.289], [3.674, 4.789, -1.334], [4.508, 4.064, -0.530], [4.028, 3.008, 0.249], [5.364, 1.939, 1.424], [2.681, 2.589, 0.245], [2.232, 1.620, 0.895], [1.791, 3.418, -0.600], [0.481, 3.087, -0.590], [-0.360, 3.803, -1.295], [0.029, 4.895, -2.089], [1.353, 5.230, -2.137], [2.289, 4.492, -1.379], [5.561, 4.312, -0.494], [-1.407, 3.511, -1.252], [-0.713, 5.446, -2.653], [1.697, 6.058, -2.742], [0.280, -3.219, -4.595], [0.397, -1.804, -4.140], [0.242, -0.613, -4.816], [0.449, 0.392, -3.846], [0.728, -0.141, -2.666], [0.699, -1.469, -2.873], [0.409, 1.871, -4.039], [0.309, -3.260, -5.683], [-0.656, -3.671, -4.260], [1.100, -3.829, -4.214], [0.028, -0.492, -5.865], [0.734, -2.079, -2.069], [0.609, 2.126, -5.080], [1.146, 2.370, -3.412], [-0.572, 2.277, -3.784], [-0.057, -6.210, 0.424], [-0.959, -5.202, 0.038], [-1.994, -4.857, 0.894], [-2.784, -3.766, 0.618], [-2.579, -2.920, -0.533], [-3.288, -1.762, -0.760], [-1.566, -3.421, -1.432], [-0.761, -4.502, -1.139], [-2.176, -5.440, 1.791], [-3.583, -3.524, 1.312], [-4.065, -1.451, -0.073], [-3.138, -1.192, -1.669], [-1.432, -2.903, -2.374], [0.017, -4.812, -1.831]],
  "lowdin_charge": [0.6488, -0.0533, -0.0738, -0.0242, -0.2122, 0.0801, -0.1230, -0.2105, -0.0212, -0.0728, -0.0666, -0.1291, 0.1052, 0.1012, 0.1012, 0.0988, 0.1141, 0.1008, 0.1023, 0.1001, 0.1015, 0.1093, -0.0993, -0.1306, 0.1087, -0.2854, -0.2845, 0.0928, -0.1441, -0.0895, 0.1133, 0.1393, 0.1040, 0.1019, 0.1076, 0.1030, 0.1330, 0.6187, -0.6363, -0.2104, -0.6696, 0.8282, -0.4891, -0.2211, -0.1409, 0.1028, -0.1692, -0.0752, -0.0476, -0.1903, 0.0810, 0.0965, 0.0970, 0.0788, -0.0284, -0.3160, -0.0003, -0.3528, 0.0862, 0.0250, -0.0338, 0.0746, 0.0693, 0.0762, 0.0996, 0.1054, 0.0740, 0.0674, 0.0715, -0.0599, -0.3332, -0.0968, -0.0822, -0.3736, -0.0836, -0.0879, -0.0859, 0.1029, 0.0957, 0.0071, 0.0089, 0.0711, 0.0998]
}



Which of them is the least stable? Correct choice: A.



--- A ---
{
  "formula": "C24H26N4O4",
  "method": "ωB97M-V/def2-TZVPD",
  "orbital_gap_ev": 8.1076,
  "smiles": "COc1ccc(-n2nc(C(=O)NCC(=O)N3CCCCCC3)c3ccccc3c2=O)cc1",
  "lumo_ha": 0.003,
  "charge": 0,
  "spin_multiplicity": 1,
  "homo_energy_ev": -8.03,
  "symbols": ["C", "O", "C", "C", "C", "C", "N", "N", "C", "C", "O", "N", "C", "C", "O", "N", "C", "C", "C", "C", "C", "C", "C", "C", "C", "C", "C", "C", "C", "O", "C", "C", "H", "H", "H", "H", "H", "H", "H", "H", "H", "H", "H", "H", "H", "H", "H", "H", "H", "H", "H", "H", "H", "H", "H", "H", "H", "H"],
  "positions_angstrom": [[3.554, 0.850, -7.125], [2.302, 0.647, -6.515], [2.252, -0.038, -5.342], [3.356, -0.546, -4.665], [3.192, -1.238, -3.478], [1.923, -1.443, -2.959], [1.716, -2.155, -1.749], [0.695, -1.710, -1.029], [0.331, -2.274, 0.077], [-0.857, -1.653, 0.744], [-1.505, -2.197, 1.623], [-1.178, -0.442, 0.248], [-2.197, 0.370, 0.854], [-1.629, 1.762, 1.139], [-0.501, 2.046, 0.773], [-2.428, 2.644, 1.771], [-3.787, 2.372, 2.187], [-4.151, 3.019, 3.528], [-3.055, 2.878, 4.587], [-2.059, 4.038, 4.563], [-1.139, 4.036, 3.346], [-1.887, 3.970, 2.013], [1.022, -3.422, 0.608], [0.703, -4.061, 1.812], [1.435, -5.149, 2.231], [2.500, -5.629, 1.471], [2.831, -5.013, 0.286], [2.102, -3.907, -0.155], [2.478, -3.277, -1.422], [3.362, -3.685, -2.150], [0.815, -0.925, -3.626], [0.978, -0.230, -4.801], [4.041, -0.100, -7.366], [3.348, 1.393, -8.046], [4.217, 1.449, -6.493], [4.355, -0.407, -5.047], [4.059, -1.623, -2.967], [-0.523, 0.024, -0.366], [-3.065, 0.457, 0.187], [-2.501, -0.141, 1.773], [-3.916, 1.295, 2.283], [-4.486, 2.728, 1.416], [-4.386, 4.076, 3.394], [-5.065, 2.532, 3.876], [-2.525, 1.934, 4.449], [-3.523, 2.853, 5.574], [-1.441, 3.992, 5.462], [-2.615, 4.979, 4.597], [-0.530, 4.942, 3.360], [-0.463, 3.181, 3.391], [-2.698, 4.699, 1.978], [-1.183, 4.181, 1.204], [-0.126, -3.693, 2.393], [1.180, -5.637, 3.161], [3.063, -6.484, 1.813], [3.649, -5.359, -0.327], [-0.169, -1.079, -3.211], [0.130, 0.172, -5.332]],
  "nbo_charge": [-0.2524, -0.4903, 0.3043, -0.3064, -0.1846, 0.1689, -0.2498, -0.1873, 0.0692, 0.6536, -0.6359, -0.5921, -0.3278, 0.6765, -0.6426, -0.4381, -0.2053, -0.4123, -0.4065, -0.3911, -0.4038, -0.2277, 0.0086, -0.1971, -0.1891, -0.1986, -0.1673, -0.1410, 0.6340, -0.6009, -0.2175, -0.2411, 0.1775, 0.2005, 0.1762, 0.2209, 0.2396, 0.4390, 0.2123, 0.2493, 0.2080, 0.1913, 0.1988, 0.2191, 0.2018, 0.2127, 0.2105, 0.1903, 0.2107, 0.2125, 0.1924, 0.2405, 0.2565, 0.2174, 0.2176, 0.2413, 0.2309, 0.2240]
}



--- B ---
{
  "formula": "C24H26N4O4",
  "method": "ωB97M-V/def2-TZVPD",
  "orbital_gap_ev": 6.3834,
  "lumo_ha": -0.019,
  "charge": 0,
  "spin_multiplicity": 1,
  "homo_energy_ev": -6.90,
  "symbols": ["C", "O", "C", "C", "C", "C", "C", "C", "C", "O", "N", "C", "C", "O", "N", "C", "C", "O", "C", "C", "H", "H", "H", "H", "H", "H", "H", "H", "H", "H", "H", "H", "H", "H", "C", "C", "C", "C", "C", "N", "C", "C", "C", "N", "C", "C", "H", "H", "H", "H", "H", "H", "H", "H", "H", "H", "H", "H"],
  "positions_angstrom": [[-6.048, 2.863, -1.284], [-5.684, 1.679, -0.535], [-4.440, 1.132, -0.641], [-4.143, 0.052, 0.223], [-2.847, -0.427, 0.327], [-1.795, 0.117, -0.410], [-0.336, -0.296, 0.087], [0.596, 0.807, -0.355], [1.895, 0.617, -0.952], [2.311, -0.376, -1.556], [2.835, 1.672, -0.716], [4.215, 1.407, -1.056], [2.465, 3.029, -0.782], [3.258, 3.942, -1.002], [1.093, 3.215, -0.567], [0.689, 4.599, -0.408], [0.341, 2.183, 0.089], [-0.464, 2.481, 0.967], [-2.119, 1.086, -1.374], [-3.427, 1.577, -1.513], [-7.088, 3.046, -1.001], [-5.429, 3.728, -1.003], [-5.975, 2.683, -2.366], [-4.931, -0.337, 0.856], [-2.613, -1.228, 1.026], [-0.416, -0.240, 1.185], [4.861, 2.094, -0.501], [4.436, 0.370, -0.796], [4.382, 1.542, -2.133], [-0.372, 4.704, -0.642], [0.869, 4.966, 0.614], [1.281, 5.200, -1.103], [-1.369, 1.487, -2.059], [-3.674, 2.360, -2.233], [2.524, -1.531, 4.398], [2.212, -2.862, 4.081], [1.629, -3.176, 2.838], [1.310, -2.150, 1.902], [0.804, -2.461, 0.535], [0.066, -1.593, -0.245], [-0.195, -2.029, -1.643], [-0.250, -3.537, -1.829], [0.967, -4.213, -1.262], [1.213, -3.645, 0.044], [1.706, -0.838, 2.224], [2.266, -0.518, 3.471], [2.988, -1.277, 5.355], [2.414, -3.653, 4.814], [1.386, -4.224, 2.632], [-1.150, -1.590, -1.947], [0.606, -1.614, -2.277], [-1.152, -3.959, -1.372], [-0.274, -3.786, -2.892], [0.821, -5.286, -1.145], [1.859, -4.106, -1.892], [1.804, -4.173, 0.667], [1.593, -0.044, 1.484], [2.496, 0.532, 3.678]],
  "nbo_charge": [-0.2542, -0.5030, 0.3190, -0.2621, -0.1887, -0.0675, -0.0545, -0.4738, 0.6525, -0.7180, -0.4981, -0.4051, 0.8021, -0.6484, -0.4935, -0.4076, 0.6727, -0.6541, -0.1174, -0.3254, 0.2026, 0.1869, 0.1783, 0.2211, 0.2015, 0.2310, 0.2179, 0.2152, 0.1951, 0.2072, 0.1981, 0.2298, 0.2225, 0.2171, -0.1741, -0.2358, -0.1333, -0.1638, 0.5723, -0.3340, -0.2428, -0.4236, -0.2120, -0.5381, -0.1566, -0.2012, 0.2248, 0.2250, 0.1989, 0.2436, 0.2604, 0.2128, 0.2361, 0.2109, 0.2137, 0.4155, 0.2672, 0.2353]
}



Which of them is the least stable? Correct choice: B.